## 1
15
Properties=species:S:1:pos:R:3:lowdin_charge:R:1 method="wB97M-V/def2-TZVPD" homo_ha=-0.339 spin_multiplicity=1 total_charge=0 orbital_gap_ha=0.368
C -2.219 0.416 0.130 -0.66
C -1.067 -0.246 0.863 -0.23
C 0.276 -0.309 0.293 -0.35
C 1.003 0.794 -0.350 -0.09
C 2.141 0.304 -0.678 -0.19
H -2.736 1.201 0.649 0.05
H -1.839 1.114 -0.767 0.11
H -1.174 -1.273 1.015 0.07
H -1.017 0.427 2.009 0.20
H 0.708 1.870 -0.337 0.12
H 3.295 0.579 -1.304 0.20
H 2.934 -1.754 -0.659 0.21
N 2.098 -1.039 -0.390 -0.09
N 0.953 -1.431 0.185 0.08
Cl -3.357 -0.653 -0.657 0.56

***

## 2
15
Properties=species:S:1:pos:R:3:lowdin_charge:R:1 method="wB97M-V/def2-TZVPD" homo_ha=-0.383 spin_multiplicity=1 total_charge=0 orbital_gap_ha=0.406
C 2.504 -1.067 0.382 -0.26
C 0.950 0.642 -0.110 -0.69
C 0.323 -1.852 -0.557 -0.05
C -0.733 1.918 0.951 -0.10
C 1.374 -0.751 -0.477 -0.36
N 3.368 -1.501 0.988 0.17
N -0.157 0.781 0.320 0.02
Cl 2.179 1.926 -0.445 0.63
H -0.112 -1.888 0.487 0.11
H -0.514 -1.741 -1.205 0.08
H 0.738 -2.750 -0.709 0.04
H -1.551 2.230 0.362 0.07
H -0.215 2.887 0.936 0.08
H -0.949 1.674 1.928 0.06
H 1.955 -0.939 -1.500 0.19

***

Which one sits at the top of the stability order? 2 does.

***

## 1
15
Properties=species:S:1:pos:R:3:lowdin_charge:R:1 method="wB97M-V/def2-TZVPD" homo_ha=-0.284 spin_multiplicity=1 total_charge=0 smiles="C/N=C/N1C(C)=C1Cl" orbital_gap_ha=0.298
C -0.534 1.024 -0.317 -0.24
C -2.124 -0.964 -0.225 -0.29
C -3.023 0.008 -0.246 -0.54
C -1.626 -2.289 -0.042 -0.02
C 1.796 1.677 -0.532 -0.16
N -1.560 0.215 -0.795 0.00
N 0.682 0.754 -0.589 -0.02
Cl -4.270 0.791 0.611 0.65
H -0.928 1.928 0.219 0.14
H -2.186 -2.688 0.727 0.06
H -1.688 -2.988 -0.916 0.11
H -0.524 -2.208 0.108 0.11
H 2.415 1.344 0.227 0.03
H 2.200 1.580 -1.491 0.05
H 1.742 2.790 -0.168 0.11

***

## 2
15
Properties=species:S:1:pos:R:3:lowdin_charge:R:1 method="wB97M-V/def2-TZVPD" homo_ha=-0.308 spin_multiplicity=1 total_charge=0 smiles=NCc1c[nH]c(Cl)c1 orbital_gap_ha=0.342
C -1.507 -0.823 0.321 -0.23
C -0.055 -0.294 -0.040 -0.22
C 0.193 1.082 0.041 -0.04
C 2.128 0.003 -0.126 -0.66
C 1.194 -0.960 -0.173 -0.08
H -1.677 0.255 -1.199 0.13
H -3.261 0.186 -0.390 0.06
H -1.637 -1.721 -0.155 0.06
H -1.768 -1.040 1.386 0.12
H -0.569 1.797 0.336 0.11
H 2.056 2.158 0.343 0.15
H 1.535 -1.952 -0.132 0.09
N -2.258 0.282 -0.251 -0.06
N 1.661 1.259 0.066 0.04
Cl 3.966 -0.231 -0.029 0.53

***

Which one sits at the top of the stability order? 2 does.

***

## 1
20
Properties=species:S:1:pos:R:3:lowdin_charge:R:1 method="wB97M-V/def2-TZVPD" homo_ha=-0.469 spin_multiplicity=1 total_charge=+1 smiles=C[N@H+]1Cc2cccc3c2[C@H]31 orbital_gap_ha=0.299
C 2.670 0.221 -0.520 -0.03
C 2.045 1.301 0.171 0.04
C 1.993 -0.963 -0.767 -0.04
C 0.749 1.017 0.832 -0.10
C 1.033 -1.195 0.153 -0.05
C 0.754 -0.324 1.244 -0.01
C -0.698 1.381 0.498 0.09
C -0.368 -1.072 0.672 -0.16
C -2.587 -0.655 -0.241 0.02
N -1.166 -0.097 -0.077 -0.05
H 3.477 0.505 -1.153 0.11
H 2.630 2.187 0.044 0.10
H 2.204 -1.409 -1.713 0.12
H -1.317 1.430 1.312 0.09
H -0.840 2.237 -0.168 0.14
H -0.877 -1.866 1.352 0.20
H -3.199 -0.477 0.772 0.15
H -3.211 -0.301 -1.056 0.09
H -2.443 -1.797 -0.311 0.13
H -0.848 -0.124 -1.045 0.18

***

## 2
20
Properties=species:S:1:pos:R:3:lowdin_charge:R:1 method="wB97M-V/def2-TZVPD" homo_ha="-0.459 / -0.459" spin_multiplicity=1 total_charge=+1 smiles="CC1=C2C#CC=C[C@@H]2[NH2+]C1" orbital_gap_ha="0.322 / 0.322"
C -0.686 0.567 2.530 -0.03
C -1.673 -0.231 1.847 0.08
C 0.895 -0.544 0.921 -0.16
C -0.433 -0.979 0.134 -0.13
C 0.554 0.363 2.059 -0.04
C -1.507 -1.113 1.026 0.07
C -0.526 -0.290 -1.035 -0.22
C -1.669 -0.122 -1.972 -0.01
C 0.886 0.066 -1.426 -0.08
N 1.643 0.241 -0.131 0.10
H -0.858 1.190 3.348 0.10
H 1.332 1.123 2.307 0.14
H -2.480 0.669 -1.570 0.16
H -2.358 -0.903 -1.999 0.07
H -1.296 0.119 -2.925 0.06
H 0.953 0.736 -2.372 0.17
H 1.383 -0.844 -1.928 0.16
H 2.675 0.164 -0.254 0.21
H 1.541 -1.433 1.324 0.20
H 1.623 1.223 0.118 0.17

***

Which one sits at the top of the stability order? 2 does.